No. 1
# C9H21N5O

An isolated ion of composition C9H21N5O and charge +2 (ωB97M-V/def2-TZVPD, OMol25).

Element x y z (Å)
O1 1.11 -2.81 0.55
N1 3.76 -2.28 0.05
N2 0.91 0.71 -0.13
N3 -0.12 1.76 0.00
N4 1.52 -1.62 0.05
N5 -0.67 -1.06 -0.30
C1 -2.07 -0.66 -0.37
C2 -2.87 -1.76 -0.86
C3 3.23 0.02 -0.52
C4 0.46 -0.61 -0.22
C5 -0.12 2.72 -1.13
C6 -0.01 2.48 1.28
C7 -3.00 -2.85 0.21
C8 2.30 1.06 0.20
C9 2.82 -1.33 -0.14
H1 -0.18 1.90 2.10
H2 -2.12 0.38 -0.92
H3 -3.84 -1.42 -1.15
H4 -2.51 -0.35 0.67
H5 4.26 0.11 -0.02
H6 -2.35 -2.28 -1.70
H7 3.47 -3.20 0.34
H8 2.59 2.10 -0.23
H9 -3.62 -2.49 0.97
H10 3.17 0.29 -1.64
H11 4.65 -2.14 -0.37
H12 -2.10 -2.92 0.78
H13 2.50 1.22 1.29
H14 0.11 2.32 -2.02
H15 0.76 3.22 1.31
H16 -0.93 1.19 0.00
H17 -1.01 3.16 1.40
H18 -3.34 -3.77 -0.21
H19 0.45 -3.16 -0.02
H20 0.52 3.53 -0.88
H21 -1.07 2.94 -1.36

Values from the calculation:
structure (SMILES) = CCC/N=C1/N(O)C(=[NH2+])CCN1[NH+](C)C
total charge = +2
relative energy (zero: lowest compared OMol25 entry of this formula, charge and spin) = 77.1 kcal/mol
E = -703.78604 a.u.


No. 2
# C9H22ClI2N3OPRu

C9H22ClI2N3OPRu as an isolated structure (ωB97M-V/def2-TZVPD, OMol25).

Element x y z (Å)
I1 -0.47 -2.91 -0.57
I2 2.31 -3.61 -0.84
Ru1 -0.40 -0.36 0.09
Cl1 1.86 0.45 0.35
P1 -0.07 0.39 -2.00
O1 -3.38 -0.46 -0.32
N1 0.02 -1.10 2.07
N2 -0.93 0.41 3.52
N3 0.81 -1.00 4.27
C1 -1.61 0.68 -2.96
C2 0.43 -1.15 5.66
C3 -0.03 -0.57 3.28
C4 -2.23 -0.38 -0.15
C5 -1.75 0.84 2.43
C6 0.79 1.99 -2.24
C7 2.04 -1.69 3.87
C8 -1.19 1.01 4.80
C9 0.88 -0.74 -3.08
H1 -1.12 0.92 1.51
H2 0.98 -0.28 -4.08
H3 0.94 -2.04 6.06
H4 -2.23 -0.23 -2.97
H5 0.20 2.78 -1.77
H6 -2.61 0.17 2.27
H7 2.56 -1.10 3.11
H8 0.76 -0.28 6.25
H9 0.90 2.19 -3.31
H10 -2.16 1.50 -2.48
H11 -1.34 0.96 -3.98
H12 0.66 -1.90 2.02
H13 -1.78 1.92 4.64
H14 1.83 -2.69 3.47
H15 1.78 1.93 -1.76
H16 -2.11 1.84 2.64
H17 2.66 -1.79 4.76
H18 1.88 -0.90 -2.64
H19 -0.65 -1.28 5.79
H20 -0.25 1.30 5.28
H21 0.37 -1.70 -3.16
H22 -1.76 0.34 5.45

Values from the calculation:
total charge = +3
⟨S²⟩ = 6.03
relative energy (zero: lowest compared OMol25 entry of this formula, charge and spin) = 0.0 kcal/mol
E = -2086.31734 a.u.
multiplicity = 5


No. 3
# C9H22N2Si

A 2-piece molecular cluster, C9H22N2Si overall (ωB97M-V/def2-TZVPD, OMol25).

Element x y z (Å)
Si1 0.81 -0.35 0.53
N1 2.52 -0.57 0.44
N2 -3.13 0.86 0.94
C1 -1.06 -2.47 0.21
C2 1.05 1.58 -1.57
C3 3.20 -1.25 -0.64
C4 -0.04 -1.81 -0.31
C5 0.06 2.42 0.57
C6 -4.46 -0.59 -0.57
C7 0.17 1.22 -0.37
C8 3.43 0.05 1.36
C9 -3.76 -0.20 0.69
H1 -0.35 3.28 0.05
H2 2.88 0.49 2.19
H3 -4.02 -1.50 -0.96
H4 -1.44 -2.23 1.19
H5 -3.80 -0.93 1.50
H6 0.29 -2.11 -1.30
H7 1.11 0.75 -2.27
H8 -5.51 -0.79 -0.35
H9 -0.84 1.01 -0.75
H10 -1.56 -3.28 -0.30
H11 2.06 1.81 -1.23
H12 2.49 -1.54 -1.41
H13 -3.10 1.53 0.18
H14 1.03 2.69 0.96
H15 0.66 2.44 -2.10
H16 -4.39 0.20 -1.32
H17 3.96 -0.59 -1.09
H18 4.01 0.85 0.87
H19 0.48 -0.30 1.96
H20 3.71 -2.15 -0.27
H21 -0.60 2.18 1.40
H22 4.14 -0.68 1.75

Values from the calculation:
structure (SMILES) = C=C[Si@H](C(C)C)N(C)C.[H]/N=C\C
relative energy (zero: lowest compared OMol25 entry of this formula, charge and spin) = 36.4 kcal/mol
E = -755.08763 a.u.


No. 4
# C9H22NO3S

A 2-piece molecular cluster, C9H22NO3S overall (ωB97M-V/def2-TZVPD, OMol25).

Element x y z (Å)
S1 -2.72 1.85 -2.17
O1 0.16 -0.13 -0.24
O2 -3.60 1.35 -1.07
O3 5.44 -1.96 1.09
N1 -0.87 -1.58 1.97
C1 1.02 -0.64 0.75
C2 3.42 -0.65 1.54
C3 -0.91 -0.99 -0.52
C4 0.24 -0.58 2.05
C5 -2.45 3.60 -1.89
C6 -1.70 -1.47 0.72
C7 4.15 -1.63 0.63
C8 -3.74 2.03 -3.64
C9 2.31 0.13 0.81
H1 -1.87 3.70 -0.97
H2 4.15 0.04 1.96
H3 -4.60 2.65 -3.40
H4 -2.10 -2.46 0.51
H5 2.15 1.08 1.32
H6 4.30 -1.17 -0.35
H7 -4.06 1.04 -3.94
H8 5.39 -2.25 2.00
H9 -1.64 -0.42 -1.09
H10 2.64 0.32 -0.21
H11 2.99 -1.21 2.37
H12 -3.14 2.48 -4.43
H13 1.25 -1.70 0.54
H14 -1.48 -1.46 2.78
H15 -2.54 -0.81 0.92
H16 -3.41 4.10 -1.79
H17 0.84 -0.75 2.94
H18 3.56 -2.54 0.49
H19 -0.60 -1.85 -1.12
H20 -0.23 0.41 2.11
H21 -1.89 4.01 -2.73
H22 -0.47 -2.52 2.07

Values from the calculation:
total charge = +1
E = -1034.49051 a.u.


No. 5
# C9H22O10Ti

C9H22O10Ti as an isolated structure (ωB97M-V/def2-TZVPD, OMol25).

Element x y z (Å)
Ti1 -18.90 7.15 -15.63
O1 -18.75 10.61 -18.27
O2 -14.56 7.13 -18.21
O3 -19.77 6.43 -17.99
O4 -16.29 7.10 -16.88
O5 -20.11 9.04 -18.37
O6 -15.36 5.17 -17.66
O7 -21.66 7.37 -15.65
O8 -17.44 7.53 -13.45
O9 -18.85 9.31 -16.53
O10 -19.11 4.87 -15.26
C1 -18.98 4.51 -13.88
C2 -13.86 6.20 -18.95
C3 -21.93 8.10 -14.45
C4 -15.39 6.56 -17.51
C5 -18.66 6.26 -18.84
C6 -14.11 4.84 -18.23
C7 -14.40 3.64 -19.16
C8 -19.21 9.61 -17.72
C9 -16.09 7.66 -13.77
H1 -17.59 8.12 -12.72
H2 -22.82 8.69 -14.65
H3 -18.07 5.41 -18.52
H4 -20.02 7.35 -18.09
H5 -19.25 3.99 -15.63
H6 -15.86 6.89 -14.50
H7 -18.81 5.42 -13.31
H8 -18.30 3.70 -13.60
H9 -15.97 8.64 -14.23
H10 -19.08 6.26 -19.84
H11 -15.52 7.50 -12.85
H12 -14.18 6.18 -19.99
H13 -22.10 7.48 -13.57
H14 -18.04 7.16 -18.81
H15 -15.25 3.84 -19.82
H16 -22.24 6.63 -15.80
H17 -19.94 4.26 -13.44
H18 -21.16 8.85 -14.30
H19 -14.79 2.75 -18.67
H20 -12.80 6.44 -18.95
H21 -13.48 4.71 -17.35
H22 -13.63 3.21 -19.79

Values from the calculation:
total charge = -1
⟨S²⟩ = 3.75
E = -1957.84689 a.u.
multiplicity = 4


No. 6
# C9H22O2Si

C9H22O2Si as an isolated structure (ωB97M-V/def2-TZVPD, OMol25).

Element x y z (Å)
Si1 -0.50 0.50 -0.42
O1 -1.10 1.44 0.85
O2 -1.71 0.56 -1.56
C1 -0.12 -1.17 0.37
C2 1.33 -2.81 1.80
C3 1.84 0.83 -2.18
C4 -2.44 1.03 1.05
C5 -1.93 -0.42 -2.57
C6 0.84 2.76 -1.13
C7 0.88 -1.33 1.53
C8 1.19 1.34 -0.86
C9 0.20 -0.72 2.84
H1 -0.66 -1.27 3.34
H2 1.89 -2.89 2.70
H3 1.75 3.34 -1.34
H4 -2.46 -1.28 -2.21
H5 1.79 -0.69 1.36
H6 2.03 -3.14 1.08
H7 -2.99 1.45 1.94
H8 0.99 -0.65 3.64
H9 -1.05 -1.65 0.66
H10 0.11 2.88 -1.89
H11 -2.45 -0.03 -3.46
H12 2.75 1.44 -2.40
H13 -0.18 0.23 2.66
H14 1.19 1.07 -2.95
H15 1.93 1.22 -0.08
H16 0.23 -1.77 -0.49
H17 -2.89 1.12 0.06
H18 -2.44 -0.07 1.05
H19 -0.96 -0.78 -2.99
H20 0.52 -3.55 1.90
H21 2.10 -0.25 -2.05
H22 0.35 3.22 -0.23

Values from the calculation:
relative energy (zero: lowest compared OMol25 entry of this formula, charge and spin) = 4.7 kcal/mol
E = -796.11663 a.u.